Entry 1:
28
Properties=species:S:1:pos:R:3:mulliken_charge:R:1 method="wB97M-V/def2-TZVPD" energy_ha=-1297.6037 homo_energy_ev=-9.5 orbital_gap_ev=9.601 charge=0 fmax_ev_per_a=6.43
H 2.9604 -1.6952 -0.5672 0.291
O -1.9583 2.3664 -1.9977 -0.729
H 0.5734 1.8269 3.4084 0.310
H 0.3997 -3.1486 0.3100 0.326
H -3.0360 -2.0070 1.4955 0.251
C 1.3873 -2.7354 0.4289 -1.188
O 0.4623 0.8709 3.3805 -0.643
H 1.3935 -2.2671 1.4210 0.284
H -3.0688 -0.8412 0.3451 0.470
C 1.8273 -1.7938 -0.6646 -0.426
O -1.2359 3.3613 0.3442 -0.590
H 3.8554 1.5090 -1.3703 0.142
H -2.7858 1.9156 -1.7905 0.330
H -1.6325 1.8820 -2.8058 0.326
S 1.4048 0.6361 -1.8943 -0.099
H -0.3464 3.6911 0.4578 0.312
S 2.6593 1.9100 -0.9694 -0.195
H -0.0946 -1.0558 -1.1476 0.396
H 2.0557 -3.6378 0.3893 0.330
H 0.7069 -0.1601 0.2551 0.090
O -3.6202 -1.4379 1.0256 -0.681
H -1.6070 0.4134 -1.0986 0.297
H 1.2092 0.3310 3.8611 0.331
C 0.9095 -0.6427 -0.7568 -0.308
H -1.0060 0.0498 0.2725 0.356
H -1.3876 3.1160 -0.4864 0.343
H 1.8145 -2.3325 -1.5829 0.330
O -1.8400 -0.1243 -0.2628 -0.655

Entry 2:
30
Properties=species:S:1:pos:R:3:mulliken_charge:R:1 method="wB97M-V/def2-TZVPD" multiplicity=2 energy_ha=-686.5471 homo_energy_ev="-2.7 / -7.9" orbital_gap_ev="2.850 / 7.989" charge=0 fmax_ev_per_a=3.03 s2=0.7529
O -1.3917 -2.3021 -1.2840 -0.657
N 0.5917 1.1685 0.5969 0.248
H 0.7609 -2.7467 1.4657 0.182
H 0.2110 -2.0521 -1.3167 0.467
O -2.0775 1.6126 0.8789 -0.653
H 1.0912 3.2754 0.9733 0.326
O -1.1351 -0.2516 2.4061 -0.914
H -2.5488 2.2310 1.4489 0.270
H 1.4083 -2.2405 -2.3415 0.290
C -0.0696 -0.8210 2.0349 0.165
C 1.0921 -0.0373 1.4528 -0.524
O 0.7776 0.6465 -2.1002 -0.736
H 0.4786 0.8503 -0.4120 0.247
H 1.7132 0.2909 2.2939 0.436
H -1.7700 -2.6398 -2.1019 0.294
H -2.3524 0.8555 -1.4599 0.294
H -0.2400 1.5889 1.0748 0.284
H 1.6926 -0.7099 0.8224 0.170
C 1.5232 2.3438 0.6544 -0.905
H 2.4149 2.1477 1.2465 0.360
H -0.7432 -2.7548 2.2110 0.210
O 1.1739 -1.8288 -1.5004 -0.770
N 0.0841 -2.2194 1.9916 -0.408
H -1.9304 -1.4926 -1.1504 0.357
H 1.4228 1.1480 -2.5912 0.266
H -2.2409 0.7931 1.4103 0.363
H -1.0886 0.7661 -2.2912 0.298
H 1.9098 2.4776 -0.3430 0.294
O -1.8065 0.2247 -1.9383 -0.644
H 1.0487 -0.3240 -2.1318 0.387

Entry 3:
31
Properties=species:S:1:pos:R:3:mulliken_charge:R:1 method="wB97M-V/def2-TZVPD" energy_ha=-761.6032 homo_energy_ev=-13.4 orbital_gap_ev=10.706 charge=+1 fmax_ev_per_a=10.06
O -0.1798 -2.2803 2.5439 -0.727
H -0.7694 -2.7645 1.9876 0.326
H -0.0170 3.1874 -0.9472 0.209
H -0.1532 -0.2356 -2.6233 0.221
O 0.6348 -0.5368 -2.2037 -0.524
N 0.4796 -0.3525 0.7299 -0.289
C 0.9401 1.9042 1.8517 -0.712
O 1.8074 1.0264 2.5641 -0.513
H -2.3529 -0.2209 -3.9350 0.311
H -1.3649 -3.0541 -2.0005 0.329
H 0.2411 -0.9532 -0.1072 0.236
O -1.0152 -3.4894 -1.1515 -0.646
H 2.5560 -0.5555 -1.2058 0.274
C -0.9625 1.5517 -0.0616 0.342
H -1.7636 3.2649 -1.1071 0.268
H 1.2728 1.3475 -0.3152 0.227
O 2.8690 -0.5754 -0.2576 -0.502
O -1.8752 0.8333 0.2437 -0.557
H -0.4593 -1.8995 3.4213 0.332
H 0.0316 -0.8035 1.4705 0.407
H 1.5445 -0.6392 0.9537 0.457
C 0.4296 1.0848 0.5521 0.350
H -0.8922 -4.4990 -1.1240 0.323
H 3.6848 -0.4780 -0.0542 0.197
H 1.6415 2.7005 1.5074 0.221
H 1.3418 1.1882 3.4793 0.388
H 1.2644 -0.9340 -2.7261 0.271
N -0.9327 2.8035 -0.7381 -0.378
H 0.2180 2.4091 2.5233 0.456
H -3.0398 0.5608 -2.8345 0.301
O -2.5230 -0.2307 -3.0336 -0.601

Entry 4:
30
Properties=species:S:1:pos:R:3:mulliken_charge:R:1 method="wB97M-V/def2-TZVPD" energy_ha=-1029.9892 homo_energy_ev=-8.8 orbital_gap_ev=8.888 charge=0 fmax_ev_per_a=3.64
H -1.8417 -0.7042 1.5259 0.313
H 0.0019 0.6995 -0.3697 0.144
C 1.7209 -1.4984 -0.9269 -0.988
O -1.7244 1.2849 -2.1821 -0.562
S -0.9920 -3.6156 -1.3731 -0.240
H -2.7123 1.9131 2.0593 0.332
H -1.5796 -1.0611 -0.8828 -0.256
H -2.8433 -0.7952 0.3804 0.407
H -0.3254 -1.6734 -2.3650 0.369
H 3.1739 -0.3381 -0.4121 0.333
H 2.3383 2.5846 -0.2784 0.281
C -0.6466 -1.7642 -1.2795 -0.320
O -2.7431 -1.0500 1.3361 -0.648
H -1.8581 1.6307 -3.0950 0.271
O -2.6358 2.7167 1.4615 -0.648
H 1.1238 1.7669 2.8950 0.315
H 2.6521 1.8559 2.8536 0.341
H 0.9450 0.1085 0.9284 0.170
O 1.8482 2.2312 2.4177 -0.684
H 2.3311 1.6922 0.7752 0.282
H -1.5426 -4.0403 -0.1561 0.142
H -1.8431 2.5544 0.9358 0.315
O 1.9552 1.7753 -0.0805 -0.606
H 0.3622 -1.9424 0.6926 0.267
N 0.1147 -0.0259 0.4007 -0.299
O 2.7912 -1.1755 -0.0267 -0.533
H 1.8845 -2.5951 -1.1810 0.323
H 1.9919 -1.1309 -1.9514 0.362
C 0.3999 -1.3389 -0.2669 0.520
H -2.3470 1.9352 -1.8351 0.299

Entry 5:
33
Properties=species:S:1:pos:R:3:mulliken_charge:R:1 method="wB97M-V/def2-TZVPD" multiplicity=2 energy_ha=-863.7752 homo_energy_ev="-12.4 / -14.9" orbital_gap_ev="4.927 / 7.020" charge=+2 fmax_ev_per_a=6.30 s2=0.7503
H -4.1679 -2.0922 2.2665 0.326
H -0.1545 3.1629 -1.8468 0.336
H -2.3760 0.3323 -1.0859 0.299
H 0.1721 -1.9220 -2.0583 0.411
H -0.3536 0.2422 -3.0236 0.320
C -3.5384 -1.2773 1.9090 -0.587
O 1.6686 1.4594 0.0512 -0.877
H 0.2485 -1.1142 0.5627 0.012
H 1.4134 -2.7861 -0.1341 0.285
H -3.0666 1.3394 -0.1911 0.314
H -2.6003 -1.8246 1.8163 0.153
H -3.4520 -0.5975 2.7567 0.306
O 2.1344 0.2856 1.7543 -0.691
H 3.0744 2.4506 -0.0970 0.538
Sr 3.7415 2.2480 2.7184 1.303
O 0.7496 3.3793 -1.6188 -0.644
H 0.9943 2.7270 -0.9625 0.461
H 3.7935 3.7826 -0.1196 0.360
O 2.3069 -2.7627 0.2083 -0.575
O 0.2549 -0.4141 -2.6842 -0.684
O 3.9185 2.8584 0.0961 -0.686
H -1.0090 -2.7037 -1.5238 0.308
O -3.9494 -0.7061 0.6950 -0.517
H 2.7322 -3.5280 -0.1784 0.309
O -0.1146 -2.8106 -1.8477 -0.648
Sr 3.5326 -1.9141 2.3066 1.232
O -2.6690 1.2430 -1.0564 -0.580
C 1.3661 0.5708 0.8491 0.489
H -0.4111 0.2372 -0.2622 -0.062
H -0.6095 0.1522 1.5579 0.333
H 0.9956 0.0939 -2.3532 0.303
C 0.0218 -0.0562 0.6941 -0.154
H -4.6470 -0.0552 0.8012 0.306

Entry 6:
35
Properties=species:S:1:pos:R:3:mulliken_charge:R:1 method="wB97M-V/def2-TZVPD" energy_ha=-1182.3754 homo_energy_ev=-5.4 orbital_gap_ev=8.287 charge=-1 fmax_ev_per_a=2.59
O -3.1508 -0.4190 -1.5753 -0.781
H -1.7790 1.7842 2.1377 0.363
H 2.7162 -2.7248 0.3009 0.340
C -0.7070 1.6237 2.0735 -0.601
H -1.3791 0.8016 -0.5686 -0.066
O 1.2389 -3.8626 -0.9422 -0.722
H -2.8601 -2.9094 -1.0365 0.302
O 2.6220 -1.9419 0.8583 -0.668
H 0.7327 -3.1504 -1.3776 0.372
O 1.8449 3.1282 -1.0262 -0.687
H -0.2627 -0.4301 -2.0837 0.525
H -3.7198 -0.4233 -0.8003 0.254
H -1.9185 3.0376 -1.2526 0.325
H 3.6404 1.2787 0.1044 0.358
H 1.1564 2.8154 -0.4159 0.310
H -1.0425 -0.4578 1.4857 0.211
H 1.7639 -1.5256 0.6810 0.350
H 3.5691 0.3777 1.3498 0.301
O -2.3333 2.9297 -0.3721 -0.644
H 1.5779 2.6396 -1.8162 0.324
H 1.3297 1.7556 3.5299 0.098
O -0.1351 -1.6853 -0.5188 -1.060
C 0.0813 -0.3957 -1.0330 -0.873
H -0.3882 2.5679 1.5921 0.228
H -2.6828 -1.4195 -1.7759 0.391
H -2.6282 2.0424 -0.6511 0.334
O 4.1516 0.9663 0.8578 -0.660
N -0.4646 0.6751 -0.1816 0.413
H 0.6713 0.1807 1.5837 0.082
O -2.1621 -2.6946 -1.6654 -0.836
S 0.0377 1.5925 3.6906 -0.252
H 0.9147 -3.8593 -0.0392 0.321
H -1.2510 -2.3072 -1.2047 0.610
C -0.3561 0.3654 1.2222 -0.177
H 1.1722 -0.3558 -1.1307 0.215

Entry 7:
33
Properties=species:S:1:pos:R:3:mulliken_charge:R:1 method="wB97M-V/def2-TZVPD" energy_ha=-729.3762 homo_energy_ev=-9.9 orbital_gap_ev=10.418 charge=0 fmax_ev_per_a=3.62
H -1.0005 2.6040 1.3140 0.278
H 0.2599 -2.0502 1.1342 0.395
O -0.8103 -0.3254 1.2556 -0.764
H -0.3293 -0.6717 -1.7281 0.327
H 0.7673 1.5883 -0.8706 0.441
H -0.0776 0.2291 0.9381 0.353
H -3.2198 1.8182 0.0559 0.228
H -1.1887 -0.5026 0.3881 0.377
H -2.7395 1.4252 1.7483 0.201
H 1.2103 -2.0453 -0.5155 0.423
O -1.6571 2.8572 0.6386 -0.522
C 2.1017 -2.4557 1.8157 -0.612
C 2.1262 1.9597 0.5924 -0.750
H -1.7814 -0.7467 -2.1622 0.280
O 1.4126 1.1259 -0.2554 -0.435
H 2.0624 -1.5385 -1.7176 0.259
H -0.5393 -3.0703 -2.0707 0.330
O 0.9789 -2.7166 1.0423 -0.597
H 2.4762 -1.4135 1.7887 0.199
O -1.4651 -3.1771 -1.8510 -0.608
O -1.1241 -0.1375 -1.8318 -0.605
H 2.8941 -3.1118 1.4743 0.285
H -1.9733 -3.6126 -2.4895 0.276
H 3.2211 1.7372 0.5282 0.194
H 1.9219 -2.6853 2.8410 0.318
H 1.8250 1.8282 1.6108 0.284
H 1.8119 2.9828 0.3610 0.341
O 1.1514 -1.7104 -1.4596 -0.689
H -3.6324 2.8897 1.4238 0.257
H -0.8227 1.6268 -2.1051 0.373
C -2.8593 2.2255 0.9933 -0.486
O -0.1957 2.3388 -1.8253 -0.801
H -0.8048 2.7345 -1.0620 0.453